(1)
{
  "formula": "C2H8S",
  "method": "the ωB97M-V functional and the def2-TZVPD basis",
  "symbols": ["C", "C", "H", "H", "H", "H", "H", "H", "S", "H", "H"],
  "xyz": [[-1.76459, 0.31112, -0.70399], [-0.89283, 1.53689, -0.75687], [-2.35585, 0.26397, 0.24613], [-1.17779, -0.58598, -0.48797], [-2.35191, 0.10304, -1.58992], [-0.83267, 2.02855, -1.74561], [-1.29738, 2.35127, -0.12315], [0.16165, 1.40383, -0.55077], [3.53289, -2.85480, 1.57537], [4.58501, -2.34019, 2.31935], [2.39347, -2.21769, 1.81742]],
  "forces_ev_per_a": [[0.15, -1.30, 1.72], [-0.09, 1.94, -0.71], [-0.21, 0.57, -1.06], [0.37, -0.06, -0.65], [-0.28, 0.19, 0.07], [-0.41, -0.48, 0.10], [0.39, -0.49, -0.07], [0.09, -0.37, 0.60], [1.28, -1.08, -0.59], [-1.59, 0.28, -0.20], [0.31, 0.80, 0.79]],
  "homo_ha": -0.360,
  "max_force_ev_per_a": 2.16,
  "energy_ha": -479.14328,
  "smiles": "CC.S",
  "spin_multiplicity": 1
}


(2)
{
  "formula": "C2H8S2",
  "method": "the ωB97M-V functional and the def2-TZVPD basis",
  "symbols": ["S", "H", "H", "C", "S", "C", "H", "H", "H", "H", "H", "H"],
  "xyz": [[4.14301, 0.88249, -0.05992], [4.73425, 1.29336, -1.18965], [3.53184, -0.22368, -0.61357], [-1.36243, -1.30944, -0.67721], [-1.97155, -0.24071, 0.62280], [-3.65148, -0.01593, 0.01958], [-0.36760, -1.67895, -0.39776], [-1.22672, -0.80241, -1.64184], [-1.98764, -2.18995, -0.78473], [-3.80260, 0.87020, -0.59639], [-3.91748, -0.88534, -0.58161], [-4.39350, 0.09430, 0.80627]],
  "forces_ev_per_a": [[-0.24, -0.20, 0.37], [0.08, -0.05, -0.34], [0.13, 0.23, -0.02], [0.78, -0.20, -0.39], [-0.05, 0.15, 0.26], [-0.50, 0.09, -0.40], [-0.17, 0.29, 0.12], [-0.23, -0.03, 0.24], [-0.27, -0.07, -0.08], [0.39, 0.06, -0.21], [-0.12, -0.01, 0.06], [0.22, -0.25, 0.41]],
  "homo_ha": [0.038, -0.195],
  "max_force_ev_per_a": 0.90,
  "energy_ha": -877.30583,
  "spin_multiplicity": 2,
  "charge": -1
}


(3)
{
  "formula": "C2H8S2",
  "method": "the ωB97M-V functional and the def2-TZVPD basis",
  "symbols": ["C", "S", "S", "H", "H", "H", "H", "C", "H", "H", "H", "H"],
  "xyz": [[2.36773, -4.00350, 0.65403], [1.96765, -3.20302, 2.25635], [0.21803, -4.21267, 2.72568], [1.51859, -3.81122, 0.06956], [2.63417, -5.08225, 0.64222], [3.30999, -3.49450, 0.18520], [-0.46532, -3.07925, 2.37923], [-2.31415, 5.39276, -1.79680], [-2.66314, 5.70135, -2.69747], [-2.49616, 6.07481, -0.90999], [-1.22792, 5.32892, -1.93481], [-2.84948, 4.38857, -1.57321]],
  "forces_ev_per_a": [[2.71, 0.42, -0.11], [0.78, -0.97, -0.18], [-0.05, 1.29, -0.30], [-0.93, 0.05, -1.20], [-0.47, 0.65, 0.59], [-1.80, -0.53, 0.96], [-0.24, -0.91, 0.24], [0.39, -1.84, 3.72], [-1.47, 1.47, -2.43], [-0.03, -0.59, -1.37], [-0.23, -0.55, 0.35], [1.35, 1.50, -0.27]],
  "homo_ha": -0.328,
  "max_force_ev_per_a": 4.17,
  "energy_ha": -877.33529,
  "smiles": "CSS.C",
  "spin_multiplicity": 1
}


(4)
{
  "formula": "C2H8S2",
  "method": "the ωB97M-V functional and the def2-TZVPD basis",
  "symbols": ["C", "S", "H", "H", "H", "H", "C", "S", "H", "H", "H", "H"],
  "xyz": [[4.60057, 2.53302, 0.10990], [4.37890, 3.28957, 1.76695], [4.39844, 1.44887, 0.09045], [5.63842, 2.70343, -0.22241], [3.91791, 3.03094, -0.59910], [3.10677, 2.84781, 1.67199], [-4.51476, -2.84349, -0.04030], [-3.21054, -2.65129, -1.32943], [-5.48764, -2.86346, -0.55963], [-4.48653, -1.96047, 0.62007], [-4.42912, -3.75059, 0.58135], [-3.91244, -1.78435, -2.08986]],
  "forces_ev_per_a": [[0.48, 0.16, -0.61], [-0.63, -0.79, -0.80], [0.13, 0.51, 0.26], [-0.47, -0.08, 0.14], [0.40, -0.22, 0.27], [0.09, 0.41, 0.74], [-0.48, 0.62, -0.06], [-0.37, -0.20, 0.30], [0.40, -0.10, 0.37], [-0.06, -0.47, -0.22], [0.34, 0.34, -0.59], [0.16, -0.20, 0.21]],
  "homo_ha": -0.333,
  "max_force_ev_per_a": 1.29,
  "energy_ha": -877.33797,
  "smiles": "CS.CS",
  "spin_multiplicity": 1
}


(5)
{
  "formula": "C2H8S2",
  "method": "the ωB97M-V functional and the def2-TZVPD basis",
  "symbols": ["C", "S", "H", "H", "H", "H", "C", "S", "H", "H", "H", "H"],
  "xyz": [[0.29310, 2.34247, 0.34048], [1.53662, 1.53015, 1.33150], [0.36617, 3.26975, 0.81729], [0.57241, 2.47465, -0.71823], [-0.62256, 1.75233, 0.22801], [2.43425, 1.42856, 0.21318], [-0.72531, -2.62896, -0.06352], [-1.64437, -1.44205, -1.14969], [0.21931, -2.85104, -0.51699], [-0.41579, -1.98692, 0.76085], [-1.35772, -3.43908, 0.04188], [-0.65612, -0.44985, -1.28475]],
  "forces_ev_per_a": [[0.05, -0.99, -1.71], [2.16, -1.25, -1.92], [-1.58, 1.69, 0.23], [0.44, 0.01, 0.56], [-0.16, 0.63, 0.91], [-0.95, -0.12, 1.91], [1.47, 3.59, -0.91], [0.91, 0.72, -0.29], [0.25, -0.71, -0.61], [-0.65, -0.83, 0.75], [-1.02, -1.55, 0.82], [-0.94, -1.18, 0.25]],
  "homo_ha": -0.330,
  "max_force_ev_per_a": 3.98,
  "energy_ha": -877.31447,
  "smiles": "CS.CS",
  "spin_multiplicity": 1
}


(6)
{
  "formula": "C2H8S3",
  "method": "the ωB97M-V functional and the def2-TZVPD basis",
  "symbols": ["S", "S", "H", "H", "C", "S", "C", "H", "H", "H", "H", "H", "H"],
  "xyz": [[-1.55049, 2.14692, -1.37122], [-1.10106, 3.00495, 0.61068], [-1.17053, 0.85728, -1.24033], [0.06384, 3.49297, 0.17990], [1.60204, -1.27856, -0.45503], [-0.19909, -1.55311, -0.74538], [-0.75248, -0.81137, 0.80067], [1.69043, -0.19799, -0.52516], [2.13414, -1.80844, -1.23743], [1.83488, -1.73009, 0.50502], [-0.94979, -1.57294, 1.54972], [0.08179, -0.27117, 1.24267], [-1.68369, -0.27844, 0.68588]],
  "forces_ev_per_a": [[-0.73, -1.20, -2.63], [0.65, 1.00, 2.46], [0.03, 0.31, 0.00], [0.05, 0.01, 0.11], [-1.38, -0.34, -0.37], [0.45, -0.25, 0.04], [0.18, -0.91, 0.70], [0.63, -0.06, 0.25], [0.17, 0.16, -0.13], [0.28, 0.32, 0.09], [-0.11, -0.50, -0.01], [-0.38, 0.78, -0.32], [0.16, 0.68, -0.19]],
  "homo_ha": [-0.005, -0.145],
  "max_force_ev_per_a": 2.98,
  "energy_ha": -1275.52880,
  "spin_multiplicity": 2,
  "charge": -1
}